# 1
This record from OMol25 describes C2H3BrFNO2 as an isolated structure in a non-equilibrium geometry. The level of theory is ωB97M-V/def2-TZVPD.

```
! wB97M-V def2-TZVPD RIJCOSX def2/J DEFGRID3
* xyz 0 3
C -0.503 -0.046 0.666
C 1.193 0.494 -0.308
N -1.377 -0.690 -0.237
O -1.268 -1.835 -0.391
O -2.129 0.020 -0.868
F 1.295 1.812 -0.053
Br 2.787 -0.396 0.267
H 0.057 -0.672 1.260
H -0.889 1.008 0.913
H 0.834 0.303 -1.249
*
```

The total energy is -2956.8029 Ha. The relative energy (zero: lowest compared OMol25 entry of this formula, charge and spin) comes out at 305.4 kJ/mol.


# 2
This record from OMol25 describes one molecule with the formula C2H3BrN2S in a non-equilibrium geometry. The level of theory is ωB97M-V/def2-TZVPD.

```
! wB97M-V def2-TZVPD RIJCOSX def2/J DEFGRID3
* xyz 0 1
Br -1.564 -0.948 -1.599
C -0.187 -0.317 -0.187
C -0.686 1.295 0.292
N -0.958 1.368 1.527
S -0.829 -0.077 2.344
N -0.268 -1.025 1.003
H 0.851 -0.437 -0.739
H -0.785 2.077 -0.442
H 0.530 -1.532 1.293
*
```

The total energy is -3159.6607 Ha. The relative energy (zero: lowest compared OMol25 entry of this formula, charge and spin) comes out at 119.9 kJ/mol. Its SMILES is Br[C@H]1C=NSN1.


# 3
This record from OMol25 describes a 2-piece molecular cluster, C2H3BrO overall in a non-equilibrium geometry. The level of theory is ωB97M-V/def2-TZVPD.

```
! wB97M-V def2-TZVPD RIJCOSX def2/J DEFGRID3
* xyz 0 1
C 0.453 -0.656 -0.013
C -0.722 0.204 -0.083
O 0.763 -1.784 0.019
Br 2.735 0.764 0.038
H -0.734 1.012 -0.715
H -0.761 0.766 0.797
H -1.734 -0.305 -0.044
*
```

The total energy is -2727.2047 Ha. The relative energy (zero: lowest compared OMol25 entry of this formula, charge and spin) comes out at 134.5 kJ/mol.


# 4
This record from OMol25 describes a 2-piece molecular cluster, C2H3BrO2 overall in a non-equilibrium geometry. The level of theory is ωB97M-V/def2-TZVPD.

```
! wB97M-V def2-TZVPD RIJCOSX def2/J DEFGRID3
* xyz 0 1
C 0.471 -0.235 0.212
C -0.529 0.480 -0.597
O 0.856 -1.518 0.051
O 1.732 -0.423 -0.134
Br -2.289 0.203 0.181
H 0.589 0.019 2.303
H -0.396 -0.134 -1.481
H -0.435 1.607 -0.535
*
```

The total energy is -2802.2108 Ha. The relative energy (zero: lowest compared OMol25 entry of this formula, charge and spin) comes out at 794.8 kJ/mol.


# 5
This record from OMol25 describes an isolated ion of composition C2H3BrO2P and charge -1 in a non-equilibrium geometry. The level of theory is ωB97M-V/def2-TZVPD.

```
! wB97M-V def2-TZVPD RIJCOSX def2/J DEFGRID3
* xyz -1 1
C 1.403 -0.089 0.498
C 0.467 -0.639 -0.205
P -1.135 0.160 -0.048
O -1.356 0.852 1.336
O -2.136 -0.861 -0.561
Br -1.018 1.770 -1.713
H 2.394 -0.469 0.472
H 0.951 0.572 1.274
H 0.429 -1.295 -1.053
*
```

The total energy is -3143.9863 Ha. The relative energy (zero: lowest compared OMol25 entry of this formula, charge and spin) comes out at 27.6 kJ/mol. Its SMILES is C=C[P@](=O)([O-])Br.


# 6
This record from OMol25 describes C2H3CdFO as an isolated structure in a non-equilibrium geometry. The level of theory is ωB97M-V/def2-TZVPD.

```
! wB97M-V def2-TZVPD RIJCOSX def2/J DEFGRID3
* xyz 0 1
C 0.449 -0.484 -0.092
C -0.312 0.529 0.643
H 0.501 -1.501 0.329
F 1.775 -0.055 -0.319
H -1.076 0.084 1.296
H 0.271 1.365 1.046
O -0.282 -0.734 -1.618
Cd -1.326 0.795 -1.286
*
```

The total energy is -420.6917 Ha. The relative energy (zero: lowest compared OMol25 entry of this formula, charge and spin) comes out at 22.8 kJ/mol.


# 7
This record from OMol25 describes a 2-piece molecular cluster, C2H3Cl overall in a non-equilibrium geometry. The level of theory is ωB97M-V/def2-TZVPD.

```
! wB97M-V def2-TZVPD RIJCOSX def2/J DEFGRID3
* xyz 0 1
C -0.059 0.062 -0.557
C 0.047 0.034 0.702
Cl 1.669 -0.113 1.200
H -1.612 -0.062 -1.451
H 0.671 0.070 -1.254
H -0.717 0.009 1.360
*
```

The total energy is -538.0415 Ha. The relative energy (zero: lowest compared OMol25 entry of this formula, charge and spin) comes out at 333.6 kJ/mol.


# 8
This record from OMol25 describes a 2-piece molecular cluster, C2H3Cl2N overall in a non-equilibrium geometry. The level of theory is ωB97M-V/def2-TZVPD.

```
! wB97M-V def2-TZVPD RIJCOSX def2/J DEFGRID3
* xyz 0 1
C 0.551 -0.503 0.231
C -0.386 0.327 -0.506
N -0.413 0.246 0.914
Cl -1.662 -0.465 -1.447
Cl 0.060 1.872 -1.190
H 0.696 -1.563 0.213
H 2.331 0.272 0.369
H -1.177 -0.187 1.417
*
```

The total energy is -1052.9776 Ha. The relative energy (zero: lowest compared OMol25 entry of this formula, charge and spin) comes out at 381.9 kJ/mol.


# 9
This record from OMol25 describes an isolated ion of composition C2H3Cl2N2 and charge +1 in a non-equilibrium geometry. The level of theory is ωB97M-V/def2-TZVPD.

```
! wB97M-V def2-TZVPD RIJCOSX def2/J DEFGRID3
* xyz 1 1
N 0.146 0.212 -0.004
C 0.547 0.343 -1.346
C 1.010 1.112 -2.204
N 1.467 1.768 -3.232
Cl 0.581 1.596 -4.742
Cl 3.221 1.517 -3.483
H 0.205 1.094 0.371
H 0.704 -0.654 0.269
H -0.920 0.070 0.128
*
```

The total energy is -1107.4263 Ha. The relative energy (zero: lowest compared OMol25 entry of this formula, charge and spin) comes out at 259.6 kJ/mol. Its SMILES is [NH3+]C#CN(Cl)Cl.


# 10
This record from OMol25 describes a 2-piece molecular cluster, C2H3Cl2NO overall in a non-equilibrium geometry. The level of theory is ωB97M-V/def2-TZVPD.

```
! wB97M-V def2-TZVPD RIJCOSX def2/J DEFGRID3
* xyz 0 1
C 0.709 0.507 0.022
C 0.227 -0.867 0.080
N -0.984 -1.080 -0.155
O -1.876 -1.868 -0.187
Cl -1.974 2.324 0.083
Cl 1.365 -2.168 0.270
H 1.206 0.985 -0.903
H 1.409 0.862 0.843
H -0.082 1.305 -0.053
*
```

The total energy is -1128.1599 Ha. The relative energy (zero: lowest compared OMol25 entry of this formula, charge and spin) comes out at 648.6 kJ/mol.


# 11
This record from OMol25 describes C2H3Cl2O2P as an isolated structure in a non-equilibrium geometry. The level of theory is ωB97M-V/def2-TZVPD.

```
! wB97M-V def2-TZVPD RIJCOSX def2/J DEFGRID3
* xyz 0 1
C -2.027 -0.658 -0.500
C -0.775 -1.052 -0.398
O 2.962 1.515 -0.237
O 0.936 1.250 1.141
P 2.162 0.478 0.369
Cl 0.440 -0.438 -1.563
Cl -0.036 -2.236 0.695
H -2.243 -0.017 -1.330
H 1.226 2.112 1.495
H -2.646 -0.953 0.329
*
```

The total energy is -1490.2242 Ha. The relative energy (zero: lowest compared OMol25 entry of this formula, charge and spin) comes out at 147.9 kJ/mol.


# 12
This record from OMol25 describes a 2-piece molecular cluster, C2H3Cl2O2P overall in a non-equilibrium geometry. The level of theory is ωB97M-V/def2-TZVPD.

```
! wB97M-V def2-TZVPD RIJCOSX def2/J DEFGRID3
* xyz 0 1
C 1.227 -0.794 0.859
C -0.427 0.117 -0.932
O 0.344 -0.578 1.638
O 1.306 -0.687 -0.404
P -0.835 1.288 0.337
Cl 2.792 -1.506 1.438
Cl -1.095 -1.368 -0.976
H 0.008 0.625 -1.860
H -2.125 0.817 0.727
H -1.196 2.087 -0.828
*
```

The total energy is -1490.1418 Ha. The relative energy (zero: lowest compared OMol25 entry of this formula, charge and spin) comes out at 364.3 kJ/mol.


# 13
This record from OMol25 describes a 2-piece molecular cluster, C2H3Cl2PS overall in a non-equilibrium geometry. The level of theory is ωB97M-V/def2-TZVPD.

```
! wB97M-V def2-TZVPD RIJCOSX def2/J DEFGRID3
* xyz 0 1
C -0.680 -0.147 -0.061
C -0.033 0.930 -0.516
Cl -0.708 2.559 -0.736
H -0.224 -1.128 0.014
H -1.457 0.036 0.590
H 0.759 0.686 -1.241
S -2.211 0.506 -3.715
P -1.266 -1.153 -3.337
Cl 0.656 -0.658 -3.781
*
```

The total energy is -1737.9098 Ha. The relative energy (zero: lowest compared OMol25 entry of this formula, charge and spin) comes out at 151.3 kJ/mol. Its SMILES is C=CCl.S=PCl.


# 14
This record from OMol25 describes a 2-piece molecular cluster, C2H3Cl3OP overall in a non-equilibrium geometry. The level of theory is ωB97M-V/def2-TZVPD.

```
! wB97M-V def2-TZVPD RIJCOSX def2/J DEFGRID3
* xyz 1 1
C -0.806 -1.749 -0.529
C -0.968 -0.464 -1.158
O 0.152 -1.015 -1.396
P 0.669 1.550 1.170
Cl 2.459 1.253 0.190
Cl 0.400 3.531 1.030
Cl 1.210 1.168 3.049
H -0.464 -1.808 0.501
H -1.171 -2.651 -1.068
H -1.481 0.185 -1.788
*
```

The total energy is -1874.8399 Ha. The relative energy (zero: lowest compared OMol25 entry of this formula, charge and spin) comes out at 250.4 kJ/mol.


# 15
This record from OMol25 describes C2H3ClCrN as an isolated structure in a non-equilibrium geometry. The level of theory is ωB97M-V/def2-TZVPD.

```
! wB97M-V def2-TZVPD RIJCOSX def2/J DEFGRID3
* xyz 1 5
Cr 6.406 17.105 -4.165
Cl 6.872 15.940 -6.386
C 8.767 15.674 -9.612
C 8.952 16.712 -10.590
N 9.148 17.568 -11.374
H 9.491 15.623 -8.799
H 8.658 14.703 -10.096
H 7.787 15.925 -9.208
*
```

The total energy is -1637.0327 Ha. The relative energy (zero: lowest compared OMol25 entry of this formula, charge and spin) comes out at 83.7 kJ/mol.


# 16
This record from OMol25 describes one molecule with the formula C2H3ClF2 in a non-equilibrium geometry. The level of theory is ωB97M-V/def2-TZVPD.

```
! wB97M-V def2-TZVPD RIJCOSX def2/J DEFGRID3
* xyz 0 1
C -0.391 0.326 0.232
C 0.105 0.741 -0.923
H 0.888 -1.425 1.352
H -0.069 0.720 1.189
H -0.188 0.376 -1.904
F 0.219 -1.530 0.716
F 1.051 1.686 -0.959
Cl -1.613 -0.893 0.297
*
```

The total energy is -737.7938 Ha. The relative energy (zero: lowest compared OMol25 entry of this formula, charge and spin) comes out at 385.6 kJ/mol.


# 17
This record from OMol25 describes a 2-piece molecular cluster, C2H3ClF2 overall in a non-equilibrium geometry. The level of theory is ωB97M-V/def2-TZVPD.

```
! wB97M-V def2-TZVPD RIJCOSX def2/J DEFGRID3
* xyz 0 3
C -0.247 -0.100 -0.041
C 3.628 0.380 0.020
F 3.843 1.111 1.118
F 4.064 1.157 -1.049
Cl 4.247 -1.174 -0.020
H 0.676 0.263 0.471
H -1.140 0.279 0.408
H -0.156 -0.997 -0.575
*
```

The total energy is -737.7709 Ha. The relative energy (zero: lowest compared OMol25 entry of this formula, charge and spin) comes out at 0.0 kJ/mol.


# 18
This record from OMol25 describes one molecule with the formula C2H3ClFN in a non-equilibrium geometry. The level of theory is ωB97M-V/def2-TZVPD.

```
! wB97M-V def2-TZVPD RIJCOSX def2/J DEFGRID3
* xyz 0 1
C 1.246 0.397 0.424
N 0.227 0.483 -0.296
C -0.878 -0.307 -0.441
F -0.676 -1.513 0.189
Cl -2.287 0.451 0.097
H 1.941 1.303 0.391
H 1.438 -0.467 1.244
H -1.010 -0.349 -1.608
*
```

The total energy is -692.7656 Ha. The relative energy (zero: lowest compared OMol25 entry of this formula, charge and spin) comes out at 57.9 kJ/mol. Its SMILES is C=N[C@@H](F)Cl.


# 19
This record from OMol25 describes one molecule with the formula C2H3ClFNO in a non-equilibrium geometry. The level of theory is ωB97M-V/def2-TZVPD.

```
! wB97M-V def2-TZVPD RIJCOSX def2/J DEFGRID3
* xyz 0 1
N -1.767 0.267 -0.154
C -0.601 0.963 -0.024
O -0.483 2.134 0.182
C 0.731 0.115 -0.090
F 1.070 0.090 1.227
Cl 0.514 -1.579 -0.558
H -2.628 0.812 -0.107
H -1.805 -0.715 -0.367
H 1.529 0.529 -0.783
*
```

The total energy is -768.0726 Ha. The relative energy (zero: lowest compared OMol25 entry of this formula, charge and spin) comes out at 0.0 kJ/mol. Its SMILES is NC(=O)[C@@H](F)Cl.


# 20
This record from OMol25 describes a 2-piece molecular cluster, C2H3ClN overall in a non-equilibrium geometry. The level of theory is ωB97M-V/def2-TZVPD.

```
! wB97M-V def2-TZVPD RIJCOSX def2/J DEFGRID3
* xyz -1 1
N -2.559 -0.776 -0.193
C -1.442 -0.437 -0.109
C -0.050 -0.015 -0.004
H 0.029 0.892 0.619
H 0.359 0.208 -1.003
H 0.558 -0.812 0.456
Cl 3.104 0.940 0.234
*
```

The total energy is -593.0325 Ha.